Molecular formula: C13H20F4IrN2P
Method: DFT, ωB97M-V with the def2-TZVPD basis set

CARTESIAN COORDINATES (ANGSTROEM)
Ir -0.1693 -0.3282 -0.8112
C 1.7206 0.7410 -2.8499
N 1.0218 1.3681 -1.6994
C 0.0904 2.4567 -2.1110
C 1.9454 1.7246 -0.5902
C 1.1648 2.0574 0.6571
N 0.0145 1.1262 0.7571
C -0.9651 1.2568 1.6603
C -2.1991 0.5719 1.5026
F -2.3835 -0.1887 0.3655
C -3.2143 0.7029 2.3658
F -4.3395 0.0808 2.1461
C -3.0770 1.5371 3.5117
C -1.9039 2.2174 3.7205
F -1.7456 2.9932 4.7631
C -0.8649 2.1023 2.8283
F 0.2358 2.7556 3.0387
H 2.3832 1.4749 -3.3170
H 1.0034 0.4162 -3.6037
H 2.3389 -0.0897 -2.5081
H 0.6757 3.3268 -2.4191
H -0.5561 2.7529 -1.2849
H -0.5128 2.1342 -2.9594
H 2.5722 2.5641 -0.8909
H 2.5996 0.8714 -0.4200
H 0.8083 3.0838 0.6419
H 1.8332 1.9750 1.5069
H -3.8992 1.6389 4.2087
C -1.2136 -3.6408 -0.9817
P 0.2833 -2.6977 -0.6928
C 1.5200 -3.1938 -1.8929
C 0.9045 -2.9964 0.9671
H -0.9471 -4.6850 -0.7936
H -1.5355 -3.5352 -2.0180
H -2.0208 -3.3516 -0.3100
H 1.6726 -4.2663 -1.7392
H 2.4709 -2.6817 -1.7347
H 1.1667 -3.0335 -2.9133
H 1.3573 -3.9912 0.9597
H 0.0922 -2.9764 1.6939
H 1.6717 -2.2742 1.2459

Cartesian forces, eV/Å:
-0.048 0.525 0.147
0.019 0.216 0.001
-0.308 -0.380 -0.089
0.139 -0.003 -0.015
-0.158 -0.066 -0.244
-0.180 -0.046 0.052
0.095 -0.222 -0.209
0.057 0.010 -0.122
0.739 -0.302 -1.026
0.573 0.331 0.304
-0.805 0.127 0.664
0.018 0.068 0.112
-0.324 -0.135 0.058
-0.310 0.206 0.493
-0.028 -0.051 -0.052
0.087 -0.201 -0.421
0.373 0.189 0.102
0.050 0.053 -0.001
-0.040 0.007 0.056
-0.019 -0.016 0.042
0.046 0.009 -0.026
0.061 -0.059 -0.015
0.034 -0.062 0.041
0.050 0.106 -0.045
0.055 -0.101 -0.051
-0.156 0.115 -0.040
0.046 -0.107 0.219
-0.096 -0.031 0.038
-0.124 0.126 -0.069
0.057 -0.181 0.053
0.064 0.143 -0.084
-0.022 0.078 0.023
-0.020 -0.097 -0.001
-0.013 -0.032 -0.005
0.015 0.003 0.035
0.047 -0.054 -0.038
-0.037 -0.046 0.014
0.011 -0.017 0.042
0.005 -0.075 0.063
-0.002 -0.006 -0.007
0.049 -0.023 0.002

Computed properties:
total energy	-39748.959	eV
HOMO (spin up / spin down)	-19.1 / -19.4	eV
spin multiplicity	6
frontier orbital gap (spin up / spin down)	0.3202 / 0.1901	Ha
<S²>	8.784
charge	+3

---

Molecular formula: CHN2O5
Method: DFT, ωB97M-V with the def2-TZVPD basis set

CARTESIAN COORDINATES (ANGSTROEM)
C 2.1612 -0.4762 2.7100
N 0.0182 -0.8261 0.7648
N 0.2704 0.4066 1.1308
O 1.7808 -1.1244 3.6104
O 0.6959 0.5238 2.2944
O 2.9751 -0.1165 1.9374
O -0.0710 1.3937 0.3636
O -0.2104 -0.9865 -0.5692
H -0.2637 -0.0651 -0.9511

Cartesian forces, eV/Å:
0.347 -0.361 -0.279
1.416 0.722 1.314
-2.494 -1.693 -3.572
0.010 -0.493 0.918
-0.420 1.680 1.525
0.612 0.109 -0.338
1.044 -0.802 0.801
-0.505 1.417 -0.930
-0.009 -0.579 0.561

Computed properties:
energy above the lowest of the compared OMol25 structures with the same formula, charge and spin	13.3	kcal/mol
total energy	-14268.309	eV
HOMO (spin up / spin down)	-4.4 / -4.4	eV
spin multiplicity	1
frontier orbital gap (spin up / spin down)	0.3138 / 0.3138	Ha
charge	-1

---

Molecular formula: C5H14N3
Method: DFT, ωB97M-V with the def2-TZVPD basis set

CARTESIAN COORDINATES (ANGSTROEM)
C 1.8340 -0.2984 1.4531
C 1.7443 0.4094 0.0675
C 0.4870 -0.0027 -0.7438
C -0.8855 0.1508 0.0078
C -2.1065 -0.5875 -0.5967
N -3.3470 0.2632 -0.6428
N -0.8469 0.4274 1.4444
N 2.9700 0.0775 -0.7250
H 1.7132 0.3435 2.2507
H 1.0161 -1.0771 1.3719
H 2.7060 -0.8519 1.5990
H 1.7078 1.5047 0.2413
H 0.5471 -1.1342 -1.0152
H 0.3732 0.5781 -1.6331
H -2.3221 -1.4575 -0.0517
H -1.8351 -1.1644 -1.4664
H -3.6564 0.3584 -1.5746
H -4.1371 -0.2721 -0.2021
H -1.2148 1.1959 0.2339
H -1.7770 0.8121 1.6999
H 3.8562 -0.0482 -0.2111
H 3.1735 0.7732 -1.5070

Cartesian forces, eV/Å:
-2.286 -1.602 -3.012
1.683 0.480 0.225
-0.742 -2.015 2.078
2.196 -3.885 1.844
-1.347 1.521 -0.384
0.325 -1.871 1.629
-0.408 1.874 -4.736
-0.049 1.047 -1.338
-0.566 1.276 1.640
0.844 0.598 0.916
1.634 -0.728 -0.110
-0.222 -0.362 -0.079
-0.002 1.864 0.216
-0.022 0.259 -0.925
-0.058 -0.873 2.026
0.405 1.008 -1.245
-0.136 0.479 -1.354
1.156 0.788 -0.333
-0.211 2.547 0.722
-0.546 -1.392 0.699
-1.116 0.245 -0.003
-0.530 -1.258 1.524

Computed properties:
energy above the lowest of the compared OMol25 structures with the same formula, charge and spin	160.7	kcal/mol
total energy	-9870.197	eV
HOMO	-12.7	eV
spin multiplicity	1
frontier orbital gap	0.1825	Ha
charge	+1

---

Molecular formula: C6H7B
Method: DFT, ωB97M-V with the def2-TZVPD basis set

CARTESIAN COORDINATES (ANGSTROEM)
C -2.2433 1.0977 0.0223
C -1.8854 -0.1191 -0.0104
C -1.2941 -1.3059 0.1446
C 0.1342 -1.3613 0.0118
C 0.9622 -0.3451 0.2851
B 1.2882 1.1197 0.2501
C 2.3460 0.0910 -0.1985
H -2.4365 1.6899 1.0162
H -2.4512 1.6832 -0.8059
H -1.8146 -2.1727 0.1765
H 0.6758 -2.3484 -0.3308
H 0.9069 2.1798 0.1384
H 3.1415 -0.2042 0.5001
H 2.6703 -0.0044 -1.1995

Cartesian forces, eV/Å:
-1.024 2.198 3.055
1.124 -2.639 1.036
0.222 3.328 -0.779
2.638 -1.472 -0.093
0.301 0.553 -1.022
0.022 -1.655 -0.350
0.090 -0.479 2.111
0.618 -1.451 -1.714
-0.412 0.844 -1.763
-1.767 -2.507 0.123
-1.514 1.778 0.461
-0.345 1.366 0.204
-0.065 0.335 -0.123
0.113 -0.198 -1.145

Computed properties:
energy above the lowest of the compared OMol25 structures with the same formula, charge and spin	43.3	kcal/mol
total energy	-7006.544	eV
SMILES	C=C=C/C=C1\BC1
HOMO	-8.5	eV
spin multiplicity	1
frontier orbital gap	0.3015	Ha
charge	0

---

Molecular formula: C6H18N4O
Method: DFT, ωB97M-V with the def2-TZVPD basis set

CARTESIAN COORDINATES (ANGSTROEM)
C 0.1834 1.4547 0.3704
C 1.8958 -0.5208 -1.9588
C -1.7203 0.2485 2.4487
C -2.2368 -0.5998 -1.6236
C 1.8952 -0.9401 -0.5439
C -0.7222 0.2782 0.0415
N -0.0126 2.5438 -0.3508
N -1.6070 -0.0950 1.0299
N 1.0095 1.4637 1.3805
N 0.5238 -1.1660 -0.1329
O -1.1736 0.2770 -1.2457
H 1.3877 -1.1748 -2.6673
H 1.4411 0.4867 -2.0012
H 2.8726 -0.5848 -2.3087
H -2.3921 -0.4628 2.9600
H -0.7402 0.1232 3.1078
H -1.9943 1.2729 2.6361
H -3.2914 -0.0973 -1.4555
H -2.0996 -1.5484 -1.1515
H -2.0590 -0.6534 -2.6716
H 2.4391 -0.1100 0.1272
H 2.2857 -1.9344 -0.2406
H -0.1921 2.6249 -1.3015
H 0.3979 3.4751 -0.0934
H -2.1219 -0.8923 0.8016
H 1.4471 0.6275 1.7003
H 1.4295 2.4226 1.7193
H 0.2614 -1.6413 0.6991
H -0.0516 -1.5131 -1.0191

Cartesian forces, eV/Å:
-0.544 1.180 -1.214
-1.053 0.393 -0.300
2.538 -0.616 2.327
-2.174 1.842 0.006
1.230 -0.474 2.840
-0.416 -1.473 -0.052
1.370 2.004 2.299
1.473 1.286 -0.173
0.680 2.877 0.906
-3.977 1.874 -2.686
1.198 1.362 1.624
-0.531 -0.216 0.355
0.570 -0.394 -0.484
1.906 0.722 -0.684
-0.045 0.544 -0.658
-1.554 0.033 -1.705
-0.538 0.283 -0.270
2.151 -1.205 -0.016
-0.376 -0.808 0.220
-0.311 -0.485 -0.845
-1.163 -1.976 -1.409
1.056 0.725 -0.895
-1.547 -0.944 -2.054
-0.104 -1.414 0.283
-1.171 -1.152 -0.581
-0.159 -0.492 0.749
-0.813 -2.666 -0.946
0.474 -1.054 0.727
1.826 0.243 2.636

Computed properties:
energy above the lowest of the compared OMol25 structures with the same formula, charge and spin	18.9	kcal/mol
total energy	-14503.012	eV
HOMO	-17.7	eV
spin multiplicity	1
frontier orbital gap	0.3422	Ha
charge	+2

---

Molecular formula: CH4N2O2
Method: DFT, ωB97M-V with the def2-TZVPD basis set

CARTESIAN COORDINATES (ANGSTROEM)
N 1.9119 0.1221 -0.2650
O 0.6412 -0.5828 -0.3988
C -0.4766 0.2119 -0.0690
N -1.6118 -0.4784 -0.2290
O -0.3535 1.3540 0.2928
H 1.5969 1.1077 -0.3058
H 2.2278 -0.2555 0.5786
H -2.3497 -0.0281 0.3472
H -1.5863 -1.4507 0.0489

Cartesian forces, eV/Å:
-2.059 0.215 -2.553
-0.961 0.698 0.010
3.178 -0.177 0.140
-2.352 -0.199 1.344
-0.305 0.100 -0.260
0.790 -0.587 0.929
0.723 0.319 1.832
0.574 -0.238 -0.943
0.412 -0.131 -0.498

Computed properties:
energy above the lowest of the compared OMol25 structures with the same formula, charge and spin	17.7	kcal/mol
total energy	-8175.917	eV
SMILES	NOC(N)=O
HOMO	-9.9	eV
spin multiplicity	1
frontier orbital gap	0.3914	Ha
charge	0

---

- Among the records above, which one has the highest spin multiplicity?
  C13H20F4IrN2P

---

- What is the formula in the third record?
  C5H14N3